No. 1
C12H18B3F12KO9 | wB97M-V/def2-TZVPD

Each line ends with the Mulliken charge.
Positions of all 55 atoms, in Å:
K -2.385 -1.007 1.601  1.29
B -0.937 -4.125 2.157  0.22
F -0.152 -4.992 2.918  -0.41
F -2.034 -3.837 2.950  -0.31
F -0.426 -2.915 1.821  -0.08
F -1.231 -4.881 1.005  -0.44
B -5.441 -3.135 1.209  0.28
F -6.111 -2.421 2.114  -0.35
F -4.066 -3.084 1.411  -0.19
F -5.886 -4.421 1.177  -0.40
F -5.813 -2.696 -0.071  -0.46
B -3.425 -0.600 4.562  0.16
F -4.124 -0.036 5.621  -0.38
F -4.242 -1.068 3.573  -0.28
F -2.433 0.134 4.002  -0.24
F -2.757 -1.769 4.853  -0.39
C 0.132 3.385 -2.716  -1.70
C -0.167 2.803 -1.343  1.74
C -0.455 3.834 -0.228  -0.34
O -1.574 3.292 0.353  -0.31
C -1.991 2.186 -0.224  0.63
O -2.938 1.489 0.116  -0.63
O -1.258 1.955 -1.321  -0.33
H 0.412 2.543 -3.349  0.25
H 0.934 4.123 -2.723  0.34
H -0.774 3.828 -3.132  0.48
H 0.615 2.119 -1.013  -0.74
H -0.650 4.753 -0.781  0.35
H 0.471 3.833 0.347  0.27
C 3.559 1.623 -0.216  -1.17
C 2.881 0.385 0.446  0.59
C 3.486 0.258 1.893  -0.56
O 2.252 -0.039 2.609  -0.33
C 1.204 0.394 1.947  0.34
O 0.014 0.382 2.289  -0.44
O 1.584 0.878 0.724  0.01
H 3.753 2.485 0.423  0.47
H 2.872 1.934 -1.003  -0.12
H 4.531 1.356 -0.631  0.41
H 2.903 -0.531 -0.144  0.13
H 3.931 1.194 2.228  0.30
H 4.315 -0.397 2.161  0.33
C 3.069 0.144 -3.129  -1.51
C 1.625 -0.334 -3.203  0.48
C 1.349 -1.819 -3.314  -0.52
O 0.152 -1.887 -2.604  -0.31
C 0.051 -0.893 -1.722  0.12
O -0.850 -0.782 -0.829  -0.35
O 0.989 0.069 -2.027  0.21
H 3.668 -0.131 -3.997  0.47
H 3.657 -0.372 -2.370  0.31
H 3.218 1.216 -3.005  0.32
H 1.167 0.180 -4.048  0.21
H 2.146 -2.500 -3.016  0.28
H 1.176 -2.103 -4.352  0.33

Values from the calculation:
Multiplicity: 1
Net charge: -2
Total energy: -82148.24836 eV
E_LUMO: 2.8 eV
Molar mass: 605.78 Da
Orbital gap: 6.80 eV

No. 2
C12H18BeN6O4S | wB97M-V/def2-TZVPD

Each line ends with the Mulliken charge.
Positions of all 42 atoms, in Å:
Be -0.152 0.268 0.416  -1.90
S 0.358 2.160 1.712  1.08
O 0.965 2.013 3.035  -0.78
O 1.168 1.622 0.600  -0.41
O -0.823 1.299 1.661  -0.36
O -0.033 3.580 1.523  -0.87
C 3.303 -0.522 2.031  -1.49
C 1.865 -0.511 1.956  0.94
N 0.695 -0.482 1.920  -0.30
H 3.608 -0.140 3.005  0.36
H 3.728 0.144 1.279  0.29
H 3.524 -1.584 1.930  0.35
C -4.038 1.384 1.032  -1.47
C -2.827 0.875 0.412  0.82
N -1.887 0.424 -0.089  0.04
H -4.822 0.629 0.969  0.33
H -4.328 2.342 0.600  0.32
H -3.955 1.629 2.091  0.32
C -0.992 -2.744 3.026  -1.25
C -1.124 -1.692 2.019  0.90
N -1.217 -0.822 1.186  0.01
H -0.946 -2.522 4.092  0.28
H 0.003 -3.000 2.662  0.27
H -1.707 -3.511 2.726  0.32
C -0.111 -2.840 -2.366  -1.52
C -0.390 -1.866 -1.339  0.87
N -0.595 -1.119 -0.527  0.56
H -0.797 -2.638 -3.189  0.31
H -0.084 -3.878 -2.035  0.33
H 0.906 -2.704 -2.733  0.30
C -0.425 2.198 -3.357  -1.85
C -0.390 1.438 -2.101  1.40
N -0.403 0.803 -1.088  0.42
H -1.495 2.343 -3.503  0.38
H 0.009 1.753 -4.253  0.36
H 0.092 3.107 -3.050  0.38
C 2.412 0.620 -2.459  -1.29
C 1.843 0.100 -1.241  0.73
N 1.405 -0.327 -0.298  -0.09
H 3.364 1.031 -2.124  0.29
H 1.831 1.373 -2.993  0.28
H 2.460 -0.231 -3.138  0.32

Values from the calculation:
Multiplicity: 1
Total energy: -41088.47366 eV
E_LUMO: -0.1 eV
Molar mass: 351.39 Da
Energy above the lowest of the compared OMol25 structures with the same formula, charge and spin: 287.06 kcal per mole
Orbital gap: 6.65 eV

No. 3
C12H18BrClF7N3P | wB97M-V/def2-TZVPD

Each line ends with the Mulliken charge.
Positions of all 43 atoms, in Å:
C 3.661 1.332 0.651  -0.91
C 3.528 2.090 -0.657  -0.47
N 2.341 1.715 -1.508  -0.18
C 1.422 0.814 -1.044  -0.97
N 1.462 -0.486 -1.212  -0.16
Br 2.834 -1.254 -2.206  0.14
C 0.222 -1.170 -0.729  -0.92
C 0.406 -2.584 -0.115  0.68
F 1.592 -3.114 -0.490  -0.33
F 0.432 -2.479 1.240  -0.31
C -0.730 -3.596 -0.539  0.62
F -0.214 -4.461 -1.435  -0.29
F -1.746 -2.913 -1.136  -0.28
C -1.338 -4.424 0.627  0.62
F -1.934 -3.616 1.503  -0.20
F -0.380 -5.099 1.242  -0.24
F -2.227 -5.253 0.130  -0.24
C -0.320 -0.109 0.258  -0.51
C -1.799 -0.292 0.688  0.59
Cl -1.880 -0.117 2.464  -0.11
C -2.838 0.571 -0.070  -0.50
C -3.700 1.540 0.741  -1.31
C 0.123 1.201 -0.403  0.81
P 0.120 2.766 0.590  0.41
N 0.094 4.045 -0.303  -0.76
H 2.811 1.444 1.323  0.20
H 3.850 0.266 0.497  0.28
H 4.529 1.735 1.179  0.38
H 3.492 3.170 -0.501  0.33
H 4.415 1.865 -1.253  0.38
H 2.629 1.525 -2.461  0.47
H -0.450 -1.198 -1.593  0.56
H 0.273 -0.158 1.179  0.70
H -2.068 -1.331 0.516  -0.04
H -2.361 1.105 -0.893  0.35
H -3.532 -0.136 -0.535  0.38
H -4.316 2.121 0.052  0.39
H -3.117 2.242 1.338  0.29
H -4.378 0.994 1.401  0.39
H -0.495 1.480 -1.269  0.33
H 1.258 2.614 1.390  0.07
H -0.953 2.532 1.459  0.09
H -0.720 4.622 -0.117  0.26

Values from the calculation:
Multiplicity: 1
Net charge: +1
Total energy: -128073.84357 eV
E_LUMO: -4.4 eV
Molar mass: 483.61 Da
Structure (SMILES): CCNC1=[N+](Br)[C@@H](C(F)(F)C(F)(F)C(F)(F)F)[C@H]([C@@H](Cl)CC)[C@H]1[PH2]=N
Orbital gap: 7.93 eV